C55H69ClKO2P3Si2 as an isolated structure, computed with ωB97M-V/def2-TZVPD.

Last column: Mulliken charge in e.
Positions of all 133 atoms, in Å:
1 K -0.5237 -0.8119 -0.7899  0.8400
2 C -4.7664 0.5352 -1.6087  -1.5445
3 C -4.8138 0.4094 -0.0892  0.4240
4 C -5.2629 -1.0045 0.2884  -1.6490
5 P -3.1288 0.7479 0.6577  1.2809
6 C -3.5685 0.6185 2.4687  1.9495
7 C -4.7853 1.4145 2.9296  -1.9519
8 C -2.3513 0.9728 3.3164  -1.7673
9 C -2.9044 2.5738 0.3809  0.0329
10 C -4.0140 3.3689 0.0737  -0.2450
11 C -3.8898 4.6958 -0.3070  -0.9436
12 C -2.6249 5.2553 -0.3890  -1.0054
13 C -1.5207 4.4888 -0.0482  0.3740
14 C -1.6091 3.1513 0.3632  0.0878
15 Si -0.0078 2.1304 0.8553  -0.7699
16 C 0.2482 2.7958 2.6856  0.9265
17 C -0.5322 3.8343 3.2187  -0.2008
18 C -0.4275 4.2562 4.5349  -0.9818
19 C 0.4751 3.6362 5.3874  -1.0914
20 C 1.2662 2.6116 4.8928  -0.3431
21 C 1.1817 2.1947 3.5608  -0.0873
22 P 2.2263 0.7978 2.9478  0.7421
23 C 3.9892 1.4002 3.2044  0.5025
24 C 4.2187 2.6479 2.3572  -1.4486
25 C 4.5089 1.6317 4.6204  -1.8101
26 C 2.0654 -0.4016 4.3624  0.8115
27 C 2.9064 -1.6430 4.0606  -1.7419
28 C 0.6016 -0.7833 4.5604  -1.7061
29 C 1.4222 3.2744 0.0954  0.4989
30 C 1.7721 4.4995 0.6874  0.3752
31 C 2.8659 5.2493 0.2875  -0.7705
32 C 3.6906 4.7769 -0.7243  -1.1497
33 C 3.3693 3.5817 -1.3443  -0.3358
34 C 2.2411 2.8438 -0.9682  -0.5472
35 P 1.7327 1.3576 -1.9265  1.1172
36 C 1.1617 2.1659 -3.5181  1.0036
37 C 0.1493 3.2570 -3.1663  -1.2815
38 C 2.2261 2.7173 -4.4613  -1.7945
39 C 3.3601 0.5901 -2.3971  0.4532
40 C 4.0743 0.1303 -1.1260  -1.4993
41 C 3.0706 -0.5970 -3.3173  -1.6365
42 H -5.7642 0.3822 -2.0338  0.5603
43 H -4.0979 -0.2162 -2.0299  0.1588
44 H -4.4002 1.5088 -1.9312  0.1362
45 H -5.5603 1.1092 0.2947  0.2964
46 H -4.5160 -1.7439 -0.0094  0.1636
47 H -6.2011 -1.2419 -0.2233  0.4779
48 H -5.4286 -1.1249 1.3594  0.3177
49 H -3.7654 -0.4510 2.5998  -0.3353
50 H -4.6502 2.4795 2.7216  0.2672
51 H -4.9172 1.2992 4.0106  0.5027
52 H -5.7086 1.0861 2.4493  0.3884
53 H -2.1414 2.0443 3.2639  0.4165
54 H -1.4612 0.4395 2.9764  -0.2006
55 H -2.5316 0.7197 4.3661  0.6865
56 H -5.0087 2.9453 0.1077  0.1612
57 H -4.7731 5.2761 -0.5510  0.3468
58 H -2.4962 6.2843 -0.7092  0.3888
59 H -0.5433 4.9520 -0.1094  0.2184
60 H -1.2611 4.3200 2.5781  0.3593
61 H -1.0600 5.0596 4.8984  0.3540
62 H 0.5544 3.9367 6.4263  0.3729
63 H 1.9442 2.1095 5.5717  0.2989
64 H 4.5739 0.5843 2.7620  0.5230
65 H 3.6682 3.4959 2.7705  0.3939
66 H 3.8757 2.5121 1.3311  0.0136
67 H 5.2811 2.9123 2.3349  0.5302
68 H 3.9902 2.4640 5.0978  0.2522
69 H 5.5724 1.8932 4.5818  0.5197
70 H 4.4085 0.7507 5.2571  0.3300
71 H 2.4284 0.0606 5.2867  0.3601
72 H 2.5429 -2.1297 3.1525  0.2784
73 H 2.8281 -2.3655 4.8781  0.4813
74 H 3.9635 -1.4071 3.9205  0.4093
75 H 0.1730 -1.2172 3.6531  0.0325
76 H 0.0002 0.0846 4.8391  0.1978
77 H 0.5104 -1.5309 5.3551  0.6494
78 H 1.1747 4.8726 1.5120  0.2927
79 H 3.0913 6.1873 0.7846  0.3059
80 H 4.5717 5.3317 -1.0277  0.3017
81 H 4.0146 3.2171 -2.1350  0.1706
82 H 0.6199 1.3647 -4.0328  0.0135
83 H 0.6539 4.1191 -2.7233  0.3936
84 H -0.5940 2.8945 -2.4541  -0.4038
85 H -0.3736 3.5885 -4.0679  0.6307
86 H 2.7758 3.5383 -3.9963  0.2522
87 H 1.7450 3.1139 -5.3612  0.5140
88 H 2.9436 1.9580 -4.7786  0.3443
89 H 4.0042 1.2970 -2.9287  0.3697
90 H 3.4141 -0.4873 -0.5107  0.2024
91 H 4.3858 0.9779 -0.5137  0.1440
92 H 4.9612 -0.4622 -1.3726  0.5161
93 H 2.4608 -1.3435 -2.8019  0.2943
94 H 4.0006 -1.0797 -3.6331  0.4625
95 H 2.5231 -0.2977 -4.2137  0.3081
96 Cl -3.3933 0.8081 -8.0417  -0.3046
97 C -2.8468 0.7250 -6.3722  -0.0475
98 C -3.0632 1.8269 -5.5207  -0.7328
99 C -2.6467 1.7870 -4.2242  -0.2042
100 C -1.9674 0.6403 -3.6552  -0.6839
101 O -1.5860 0.6407 -2.4631  0.9258
102 C -1.7809 -0.4696 -4.5644  1.0944
103 C -1.1575 -1.7117 -4.1738  -1.0268
104 O -0.6857 -2.0249 -3.0914  -0.4636
105 C -2.2270 -0.3923 -5.8986  -0.7751
106 H -3.5671 2.7042 -5.9092  0.3942
107 H -2.8116 2.6288 -3.5622  0.5833
108 H -1.1215 -2.4584 -4.9994  0.1105
109 H -2.0715 -1.2447 -6.5520  0.3252
110 C -4.8460 -3.7769 5.2235  -0.4114
111 C -3.8951 -2.7703 5.2970  -0.5622
112 C -2.9504 -2.6301 4.2842  0.0590
113 C -2.9268 -3.4675 3.1655  -0.0654
114 C -3.8963 -4.4779 3.1238  -0.2442
115 C -4.8396 -4.6363 4.1297  -0.5808
116 Si -1.6195 -3.1503 1.7598  -0.0152
117 C -1.3297 -4.9731 1.1849  0.1791
118 C -0.9805 -5.9847 2.0906  -0.0867
119 C -0.6643 -7.2727 1.6801  -0.5318
120 C -0.6740 -7.5989 0.3291  -0.3793
121 C -1.0090 -6.6163 -0.5946  -0.4773
122 C -1.3341 -5.3348 -0.1690  -0.4582
123 H -5.5847 -3.8938 6.0090  0.3364
124 H -3.8851 -2.0931 6.1449  0.3861
125 H -2.2067 -1.8439 4.3603  0.0597
126 H -3.9095 -5.1551 2.2757  0.3691
127 H -5.5788 -5.4280 4.0600  0.3600
128 H -2.6259 -2.8253 0.6535  -0.3382
129 H -0.9602 -5.7539 3.1524  0.2957
130 H -0.4058 -8.0273 2.4165  0.3399
131 H -0.4249 -8.6022 0.0021  0.3202
132 H -1.0239 -6.8517 -1.6537  0.3525
133 H -1.6022 -4.5882 -0.9111  0.3610

* energy relative to the best compared isomer or geometry (same formula, charge and spin): 0.0 kcal per mole
* LUMO energy: 3.81 eV
* HOMO level: -1.188 eV
* E_tot: -4950.94578 hartree
* net charge: -2